Here is a molecular structure, C11H28Cl2NO2P2Rh in a non-equilibrium geometry from OMol25. Energies are from ωB97M-V with the def2-TZVPD basis set.

Values from the calculation:
Molecular weight, g mol⁻¹: 442.11
Gap between HOMO and LUMO (alpha / beta), eV: 7.1 / 4.5
F_max, eV/A: 3.9
DFT total energy, Eh: -2354.10247

```
! wB97M-V def2-TZVPD RIJCOSX def2/J DEFGRID3
* xyz 2 5
C -2.26 3.72 1.73
C -1.55 2.45 1.41
H -2.63 3.91 2.79
H -3.10 3.76 1.01
H -1.60 4.57 1.40
O -1.11 1.43 1.85
Cl -1.68 3.61 -1.34
Rh -0.76 1.64 -0.35
P -2.13 -0.31 -0.62
C -2.14 -1.70 0.59
C -3.77 0.47 -0.30
H -4.55 -0.29 -0.32
H -3.39 -1.29 -2.48
H -3.98 1.24 -1.05
H -1.88 -0.50 -3.03
H -1.92 -1.30 1.59
H -3.77 0.93 0.69
C -2.32 -1.13 -2.25
H -3.12 -2.22 0.64
H -1.81 -2.11 -2.29
H -1.37 -2.47 0.36
P 1.54 1.48 0.23
C 2.17 0.46 1.62
C 2.86 1.41 -1.03
H 1.25 3.94 0.34
H 2.82 3.40 1.04
H 1.29 3.20 1.97
C 1.75 3.17 0.96
H 2.44 1.62 -2.02
H 3.64 2.15 -0.80
H 3.10 0.88 2.04
H 2.38 -0.58 1.34
H 3.33 0.41 -1.09
H 1.43 0.46 2.42
Cl 0.17 1.05 -2.67
C 1.91 -2.95 -2.62
N 1.83 -2.98 -1.19
C 2.45 -4.06 -0.39
C 1.15 -2.01 -0.49
O 0.71 -1.01 -0.99
H 2.45 -3.76 -2.96
H 2.33 -1.99 -2.91
H 0.89 -2.94 -3.00
H 3.30 -3.65 0.27
H 1.68 -4.45 0.39
H 2.81 -4.86 -1.00
H 1.02 -2.23 0.62
*
```